Formula: C8H6ClN2O3
Source: the OMol25 dataset
Level of theory: ωB97M-V/def2-TZVPD

Structure (XYZ):
```
20
Properties=species:S:1:pos:R:3:forces:R:3:lowdin_charge:R:1
C 0.339663 1.443013 -2.901963 -2.7 2.5 0.4 -0.018
C 1.572767 1.685484 -2.433227 -0.1 2.7 1.5 -0.188
C -0.014613 0.344513 -3.728145 -1.8 -0.8 -0.3 -0.488
C 2.163613 0.053910 -3.379878 -0.7 1.0 0.1 -0.137
C 1.869952 2.991068 -1.422994 -1.1 -2.7 -0.3 -0.734
C -0.855377 -1.415730 -0.313615 1.8 2.1 0.2 -0.177
C 0.032245 -0.377018 0.502992 -1.0 -1.9 -0.8 -0.073
C 0.559099 -1.689810 -0.047194 0.4 -1.2 0.0 -0.640
N 2.725540 1.032742 -2.783103 1.3 -2.7 -0.7 0.175
N 1.168850 -0.475218 -3.833290 1.8 -1.2 -0.6 0.193
O 1.980476 2.671974 -0.253155 0.3 -0.4 0.9 -0.001
O -1.083893 0.003612 -4.205840 1.1 0.4 0.3 0.030
O 1.808026 4.000959 -2.051310 0.2 2.8 -1.3 0.029
Cl 0.761288 -3.186025 1.023962 0.2 1.0 -0.1 0.477
H -0.465592 2.261181 -2.766967 1.4 -1.6 0.0 0.165
H -1.590294 -1.925775 0.194630 -1.2 -1.1 1.4 0.056
H -1.171155 -1.202784 -1.284623 -0.1 0.6 -1.6 0.069
H 0.297892 0.572869 0.029484 0.2 -0.4 0.4 0.081
H -0.268743 -0.428763 1.549695 0.5 0.4 -0.2 0.092
H 1.297508 -1.839148 -0.860236 -0.6 0.7 0.6 0.091
```
Forces are in eV/Å.

The total energy comes out at -30036.81188 eV. Its HOMO energy is -5.3 eV. The net charge is -1. The relative energy (zero: lowest compared OMol25 entry of this formula, charge and spin) is 133.6 kJ/mol. For the orbital gap, the calculation gives 0.2805 Eh.

Formula: C22H39N3O2SSi4Ti
Source: the OMol25 dataset
Level of theory: ωB97M-V/def2-TZVPD

Structure (XYZ):
```
72
Properties=species:S:1:pos:R:3:forces:R:3:lowdin_charge:R:1
Ti 0.294144 -0.237175 0.373404 0.2 2.3 -0.4 0.800
C 0.837183 -2.139059 -3.193934 -0.1 0.0 -0.2 -0.016
C 0.371596 -2.017372 -1.782618 0.0 -0.1 0.2 -0.428
O 0.991933 -1.074183 -1.097969 0.4 -0.9 -1.0 -0.193
C -0.601969 -2.824562 -1.267764 -0.1 -0.1 0.1 -0.012
C -1.071441 -2.826709 0.098856 0.1 -0.3 -0.3 -0.305
C -1.953209 -3.926387 0.601705 -0.1 -0.1 -0.1 -0.028
N -0.652411 -1.906012 0.896116 -0.2 -0.7 0.9 -0.093
N -0.858857 -2.007120 2.280481 -0.1 -0.3 -0.3 0.119
C 0.016869 -1.237267 2.855904 0.2 -0.3 0.3 -0.431
O 0.881408 -0.510603 2.197295 -0.1 -0.1 1.1 -0.206
C 0.117030 -1.247040 4.342502 -0.1 0.1 -0.3 -0.145
C -0.889477 -1.805451 5.121558 -0.1 -0.1 0.1 -0.031
C -0.768273 -1.823773 6.502107 0.0 0.0 -0.1 -0.091
C 0.359371 -1.284625 7.110903 0.0 0.0 0.0 -0.101
C 1.362120 -0.724454 6.333214 0.0 0.0 -0.1 -0.080
C 1.237805 -0.700330 4.948276 0.1 0.1 0.2 -0.029
H 1.926770 -2.107680 -3.220848 0.0 0.0 0.0 0.086
H 0.462264 -1.286230 -3.765657 0.0 0.0 0.0 0.088
H 0.478530 -3.056420 -3.656512 0.0 0.0 0.0 0.078
H -1.019390 -3.567499 -1.932361 0.0 0.0 0.0 0.105
H -2.318406 -4.533787 -0.224445 0.0 0.0 0.0 0.072
H -2.794887 -3.505878 1.150880 0.0 0.0 0.0 0.081
H -1.405517 -4.562389 1.298693 0.0 0.0 0.0 0.083
H -1.759911 -2.220140 4.630975 0.0 0.0 0.0 0.107
H -1.556168 -2.257421 7.105440 0.0 0.0 0.0 0.096
H 0.451642 -1.298362 8.190431 0.0 0.0 0.0 0.095
H 2.240057 -0.297067 6.801344 0.0 0.0 0.0 0.100
H 2.001996 -0.251482 4.327500 0.0 0.0 0.0 0.101
S -2.816959 0.237208 -3.001259 0.2 0.0 0.3 0.488
C -1.993165 0.321573 -1.599726 -0.3 0.0 -0.3 -0.937
N -1.399267 0.382012 -0.589619 -0.3 0.1 -0.2 -0.039
C -0.330874 5.620378 0.661234 0.1 0.2 0.0 -0.230
Si -0.683940 3.854558 0.114562 -0.1 -0.2 0.0 0.300
C -2.194738 3.325850 1.109330 -0.1 0.0 0.1 -0.228
C -1.192849 3.953280 -1.686132 0.0 0.0 -0.2 -0.212
Si 1.009183 2.305621 0.488739 0.4 0.5 0.1 0.389
Si 1.905499 2.899340 2.553786 0.0 -0.2 -0.1 0.310
C 3.447452 1.855672 2.860920 0.1 -0.1 0.0 -0.232
C 2.479849 4.669917 2.843315 0.1 0.2 0.0 -0.218
C 0.638125 2.550675 3.905046 -0.1 0.0 0.1 -0.219
Si 2.778966 2.715185 -0.967521 -0.1 -0.1 0.1 0.297
C 3.892217 4.184716 -0.587649 0.1 0.2 0.0 -0.231
C 3.928870 1.219299 -0.961563 0.1 -0.1 0.0 -0.225
C 2.204152 2.925657 -2.740930 -0.1 0.0 -0.2 -0.228
H -1.210903 6.243533 0.465371 0.0 0.0 0.0 0.024
H 0.523541 6.054237 0.132041 0.0 0.0 0.0 0.024
H -0.116516 5.664609 1.730782 -0.1 0.0 0.0 -0.001
H -3.107298 3.802251 0.734031 0.0 0.0 0.0 0.025
H -2.073751 3.603058 2.161415 0.0 0.0 0.0 0.017
H -2.332067 2.243629 1.055244 0.0 0.1 0.0 0.001
H -1.909961 4.768287 -1.829554 0.0 0.0 0.0 0.027
H -1.660046 3.021501 -2.014080 0.0 0.0 0.0 -0.001
H -0.334635 4.133876 -2.336800 -0.1 0.0 0.0 -0.003
H 4.281115 2.261633 2.278074 0.0 0.0 0.0 0.013
H 3.289191 0.823335 2.540723 0.0 0.0 0.0 0.012
H 3.741972 1.860873 3.917481 0.0 0.0 -0.1 0.024
H 3.240551 4.957921 2.115461 0.0 0.0 0.1 0.003
H 2.915486 4.757258 3.845393 0.0 0.0 0.0 0.027
H 1.663832 5.388755 2.763705 0.0 0.0 0.0 0.000
H -0.023765 1.727598 3.625352 0.0 0.0 0.0 0.012
H 0.015868 3.436917 4.066199 0.0 0.0 0.0 0.022
H 1.112660 2.291617 4.858052 0.0 0.1 0.0 0.021
H 4.269940 4.132366 0.435993 0.0 0.0 -0.1 -0.002
H 3.364862 5.137477 -0.697905 0.0 0.0 0.0 0.024
H 4.751315 4.183877 -1.268060 0.0 0.0 0.0 0.024
H 4.531670 1.200983 -0.048504 0.0 0.0 0.0 0.016
H 4.610600 1.245965 -1.819253 0.0 0.0 0.0 0.023
H 3.361979 0.285625 -1.004901 0.0 0.0 0.0 0.005
H 1.581875 3.814663 -2.864017 0.1 0.0 0.0 0.002
H 1.610412 2.063148 -3.058828 0.0 0.0 0.0 0.030
H 3.070246 3.016215 -3.405823 -0.1 0.0 0.0 0.024
```
Forces are in eV/Å.

The total energy comes out at -97480.78648 eV. Its HOMO energy (alpha / beta) is -4.2 / -4.4 eV. The net charge is -1. Its multiplicity is 2. The relative energy (zero: lowest compared OMol25 entry of this formula, charge and spin) is 19.0 kJ/mol. For the orbital gap (alpha / beta), the calculation gives 0.2454 / 0.2542 Eh.

Formula: C31H39N8O4P
Source: the OMol25 dataset
Level of theory: ωB97M-V/def2-TZVPD

Structure (XYZ):
```
83
Properties=species:S:1:pos:R:3:forces:R:3:lowdin_charge:R:1
C 3.387988 0.465366 -2.852989 0.3 0.0 -0.2 -0.046
C 1.947199 0.012074 -3.032108 -0.3 0.3 -0.9 -0.384
C 1.821498 -0.849922 -4.291171 0.1 -0.7 -0.3 -0.080
C 1.022246 1.199004 -3.231171 0.3 -0.3 0.8 -0.144
C 1.152813 1.931150 -4.405403 -0.5 0.0 -0.4 -0.027
C 0.276503 2.959705 -4.713563 0.2 -0.2 0.1 -0.036
C -0.667257 3.336791 -3.774545 0.2 -0.3 0.0 -0.034
C -0.756454 2.689654 -2.542302 -0.2 0.4 0.4 -0.129
C -1.728691 3.304034 -1.543039 -0.1 -0.3 -0.2 -0.380
C -3.149452 3.384313 -2.122012 0.1 -0.2 0.0 -0.048
C -1.278187 4.688322 -1.079461 0.4 0.1 -0.5 -0.044
C 0.077042 1.580990 -2.265619 0.8 0.7 -1.1 -0.124
N 0.168176 1.033049 -0.901776 -0.4 -0.5 0.4 -0.244
P -0.520431 -0.415591 -0.281911 -1.1 1.5 0.6 1.277
H 1.614209 -2.265447 -0.723842 1.5 5.9 0.9 0.006
N -0.526013 0.266930 1.326242 -0.1 0.3 -1.2 -0.209
C -1.577754 0.148075 2.370834 -0.1 0.1 1.7 -0.108
C -1.405538 -0.754440 3.436621 0.9 0.4 -0.1 -0.130
C -0.238929 -1.710396 3.452099 -0.5 -0.8 0.6 -0.380
C -0.707653 -3.064168 4.029025 0.1 0.5 0.9 -0.072
C 0.960063 -1.193824 4.255133 -0.3 0.3 0.1 -0.039
C -2.221657 -0.676855 4.563394 -0.3 -0.1 -0.2 -0.020
C -3.235593 0.250574 4.654547 -0.1 0.1 -0.2 -0.040
C -3.377501 1.185011 3.643780 0.0 -0.6 0.2 -0.038
C -2.561121 1.161307 2.520449 0.0 0.6 -0.5 -0.129
C -2.790633 2.305309 1.532166 -0.3 -0.4 0.4 -0.376
C -2.388284 3.659781 2.124701 -0.2 -0.4 0.4 -0.038
C -4.256583 2.363387 1.067629 0.2 -0.3 0.0 -0.042
C 0.242820 1.389269 1.388466 0.9 1.1 -3.7 -0.078
C 0.639658 1.847491 0.069904 -0.7 -1.1 3.6 -0.075
H 3.479286 1.196919 -2.051222 0.1 0.0 0.2 0.074
H 4.024928 -0.403522 -2.644497 0.0 0.3 0.0 0.088
H 3.759693 0.959044 -3.771954 -0.2 -0.3 0.4 0.092
H 1.610300 -0.564613 -2.164400 0.2 0.0 -0.1 0.083
H 0.781439 -1.204694 -4.422676 0.4 0.2 -0.1 0.098
H 2.139403 -0.301453 -5.193532 -0.2 -0.2 0.4 0.076
H 2.452832 -1.745884 -4.199450 -0.4 0.7 -0.2 0.033
H 1.901364 1.635206 -5.135608 -0.2 0.1 0.2 0.113
H 0.336150 3.441954 -5.684482 0.0 0.1 0.2 0.115
H -1.323009 4.177246 -3.977279 0.0 -0.2 0.0 0.112
H -1.696961 2.617720 -0.702176 -0.4 0.3 0.0 0.073
H -3.477938 2.378997 -2.392406 -0.1 0.1 -0.2 0.093
H -3.857859 3.765868 -1.379562 0.2 0.1 -0.3 0.058
H -3.191012 4.035416 -3.013362 0.0 -0.3 0.4 0.085
H -0.299222 4.603551 -0.603315 -0.1 0.3 0.2 0.076
H -1.159813 5.351619 -1.955430 -0.1 -0.2 0.4 0.090
H -1.999266 5.149649 -0.396877 0.2 -0.1 -0.1 0.068
H 0.038794 -1.865085 2.416678 0.3 -0.1 -0.1 0.081
H -1.551101 -3.430940 3.446780 0.1 -0.2 0.1 0.087
H 0.127218 -3.757951 3.977294 -0.3 -0.1 0.1 0.061
H -1.023874 -2.971457 5.110396 0.4 -0.1 -1.1 0.087
H 1.283824 -0.215855 3.886174 0.2 -0.1 0.0 0.066
H 0.687876 -1.069364 5.311538 0.0 0.0 -0.2 0.087
H 1.789789 -1.906756 4.217089 -0.1 0.2 -0.1 0.088
H -2.079279 -1.368314 5.378574 0.1 -0.1 -0.1 0.107
H -3.938011 0.229166 5.479637 0.2 0.1 0.1 0.114
H -4.165157 1.920790 3.731610 0.1 0.1 -0.1 0.110
H -2.128680 2.041104 0.720281 -0.2 0.3 -0.3 0.067
H -1.335328 3.623682 2.390538 0.2 0.4 0.0 0.073
H -2.599388 4.482204 1.436196 0.2 -0.2 0.1 0.064
H -2.954394 3.842636 3.055673 0.2 0.0 -0.4 0.091
H -4.518811 1.402048 0.628701 -0.3 0.0 0.0 0.093
H -4.944905 2.580277 1.902789 0.3 -0.1 -0.4 0.085
H -4.398330 3.125623 0.301553 0.0 0.0 0.2 0.051
H 0.498574 1.914591 2.287008 -0.3 -0.1 0.4 0.131
H 1.253597 2.715557 -0.109967 -0.2 0.0 -0.3 0.137
O 5.793836 -6.115173 -0.816539 -1.3 0.2 0.8 0.040
N 4.888151 -5.996169 0.023679 0.9 -0.2 0.3 -0.359
O 4.896946 -6.604070 1.104317 -0.4 0.7 -0.8 0.024
C 3.800836 -5.078097 -0.268048 0.4 -0.4 2.3 -0.106
C 2.851718 -4.708231 0.747132 -0.4 -0.2 -3.6 0.112
C 1.771046 -3.883848 0.343450 -1.2 -2.0 2.3 -0.127
N 0.534680 -3.983113 1.130819 1.3 -1.2 0.4 -0.312
O 0.621604 -4.748939 2.126056 -0.8 1.2 -1.3 -0.020
O -0.556769 -3.393837 0.825473 2.2 -0.5 -0.1 -0.072
C 1.663567 -3.217068 -0.949052 -1.9 -2.1 -0.6 -0.152
N 2.715793 -3.600332 -1.826341 1.9 -2.1 -0.8 -0.035
N 2.651738 -3.363310 -3.142033 0.7 -1.7 -0.5 -0.001
N 3.548227 -4.136790 -3.748027 -0.8 1.6 2.5 -0.025
N 4.248315 -4.831858 -2.839167 -0.7 -0.4 2.0 0.054
C 3.716626 -4.592721 -1.585581 -1.7 2.5 -3.7 -0.161
H 2.796577 -5.263312 1.659543 0.3 0.1 0.4 0.116
H 0.611894 -3.099053 -1.340076 0.5 -2.1 -0.5 0.130
```
Forces are in eV/Å.

The total energy comes out at -62169.22513 eV. Its HOMO energy is -7.0 eV. For the orbital gap, the calculation gives 0.1671 Eh.

Formula: C16H35ClNO6
Source: the OMol25 dataset
Level of theory: ωB97M-V/def2-TZVPD

Structure (XYZ):
```
59
Properties=species:S:1:pos:R:3:forces:R:3:lowdin_charge:R:1
Cl -3.488922 -4.318064 -1.658278 -0.1 -0.1 0.1 0.719
C -3.928633 -2.641008 -1.963157 1.1 -0.5 0.0 -0.650
C -4.079776 -2.419302 -3.432741 -0.5 -0.5 0.1 -0.016
N -3.713876 -1.248245 -3.744859 0.2 0.9 -0.4 0.140
C -3.364950 -0.493391 -2.521671 -0.4 0.1 0.9 -0.080
C -2.778088 -1.642618 -1.714899 -0.6 -0.1 -0.5 -0.134
H -4.822596 -2.383230 -1.413835 -0.4 0.1 0.1 0.131
H -4.400260 -3.156434 -4.143244 -0.2 -0.2 -0.3 0.159
H -3.667285 -0.875568 -4.688421 -0.2 0.0 0.0 0.198
H -4.328567 -0.257653 -2.076132 -0.2 0.5 0.1 0.136
H -2.817987 0.431142 -2.602911 0.5 -0.1 -0.7 0.140
H -2.503965 -1.431395 -0.695748 0.0 0.0 0.3 0.129
H -1.968045 -2.046019 -2.306158 0.8 0.1 0.4 0.117
C 1.951724 1.701125 -5.029761 0.1 0.1 0.1 -0.109
O 2.315161 1.524921 -3.678162 -0.2 -0.3 0.0 -0.191
C 1.281292 1.832140 -2.761591 0.3 0.1 0.0 -0.202
C 1.293758 0.900107 -1.570303 -0.1 0.0 0.2 -0.179
O 0.842484 -0.425600 -1.835131 -0.2 0.0 -0.1 -0.157
C 1.681339 -1.281953 -2.605131 -0.1 -0.1 -0.1 -0.181
C 2.947076 -1.728959 -1.907039 0.2 0.1 -0.1 -0.202
O 3.898260 -0.685056 -1.848512 -0.2 0.2 0.2 -0.192
C 4.687346 -0.702118 -0.676230 0.0 0.0 -0.1 -0.097
H 1.848354 2.762828 -5.276770 -0.1 0.0 -0.1 0.092
H 2.742626 1.271003 -5.641003 0.0 0.0 0.0 0.092
H 1.013708 1.179633 -5.258863 0.0 0.0 0.0 0.081
H 0.300883 1.781205 -3.252705 0.0 0.0 0.0 0.115
H 1.433494 2.856991 -2.400145 -0.2 0.0 0.1 0.133
H 0.580706 1.294641 -0.841273 0.0 0.0 0.0 0.128
H 2.269187 0.893003 -1.084310 0.1 0.0 -0.2 0.122
H 1.902458 -0.846773 -3.580757 0.2 0.1 0.1 0.119
H 1.078818 -2.178658 -2.779344 0.0 0.0 0.0 0.119
H 3.380739 -2.563896 -2.473327 -0.1 -0.1 0.1 0.132
H 2.696073 -2.085650 -0.900929 0.0 0.0 0.0 0.121
H 4.059920 -0.758903 0.220915 0.0 -0.1 0.0 0.076
H 5.247526 0.230079 -0.644391 0.0 0.0 -0.1 0.093
H 5.390243 -1.541099 -0.683577 0.0 0.0 0.1 0.093
C -0.975994 3.818016 4.384566 0.1 0.0 -0.1 -0.113
O -0.155804 2.685060 4.190968 -0.3 -0.2 0.0 -0.201
C 0.246896 2.066964 5.404657 0.1 0.1 -0.2 -0.198
C 0.297710 0.561255 5.275689 0.1 -0.1 0.0 -0.178
O -0.971288 -0.075681 5.219587 0.0 -0.1 0.0 -0.117
C -1.740591 0.041189 4.038333 -0.1 0.1 0.1 -0.187
C -1.210223 -0.743544 2.857238 0.1 0.1 -0.2 -0.206
O -0.071012 -0.126612 2.285133 0.1 0.0 0.2 -0.197
C 0.873282 -1.044616 1.778955 -0.1 0.1 0.0 -0.110
H -0.402454 4.655402 4.795356 -0.1 0.0 0.1 0.090
H -1.373886 4.105522 3.412385 0.1 0.0 0.0 0.085
H -1.816148 3.590650 5.049827 0.0 0.0 0.0 0.088
H -0.433005 2.335232 6.219841 0.0 0.0 0.0 0.127
H 1.251696 2.428346 5.657668 0.0 0.0 0.2 0.130
H 0.760138 0.177364 6.187482 0.0 0.0 0.0 0.131
H 0.933229 0.258138 4.442135 -0.1 0.1 -0.1 0.118
H -1.910042 1.086355 3.772093 0.2 0.0 -0.1 0.119
H -2.711656 -0.388816 4.297211 0.0 0.0 0.0 0.129
H -1.998414 -0.792376 2.089081 -0.1 -0.1 0.1 0.113
H -0.977588 -1.763942 3.181448 0.0 0.0 0.0 0.128
H 1.124655 -1.807247 2.524146 0.0 0.0 0.0 0.093
H 1.778949 -0.488350 1.540677 0.0 0.0 -0.1 0.082
H 0.501326 -1.525537 0.865917 0.1 -0.1 0.0 0.078
```
Forces are in eV/Å.

The total energy comes out at -43446.19753 eV. Its HOMO energy is -10.9 eV. The net charge is +1. For the orbital gap, the calculation gives 0.2196 Eh.

| no. | F_max (hartree/bohr) |
| --- | --- |
| 1 | 0.073 |
| 2 | 0.045 |
| 3 | 0.119 |
| 4 | 0.024 |